(1)
Computed, not measured: a molecular structure, C45H36AuN2OP2, with ωB97M-V with the def2-TZVPD basis set.

```
87
Properties=species:S:1:pos:R:3:forces:R:3:lowdin_charge:R:1
Au 0.515841 -0.489040 0.163384 0.2 -0.1 0.4 0.58
O 2.212100 -2.255574 1.978138 0.0 -0.1 0.0 -0.07
C 3.463766 -1.796393 2.245670 0.1 0.1 0.0 -0.25
C 4.528582 -2.586424 2.654202 0.2 -0.2 0.0 -0.01
C 5.749932 -1.994581 2.937723 0.0 0.0 0.0 -0.05
C 5.918537 -0.622742 2.816782 0.0 -0.1 0.0 -0.07
C 4.868410 0.142673 2.342122 0.0 0.0 0.0 -0.09
C 3.639664 -0.429759 2.012848 0.2 0.2 0.2 -0.26
P 2.306582 0.593250 1.315968 -0.2 -0.1 -0.2 0.99
C 3.135706 1.794775 0.233250 -0.1 0.0 0.0 -0.38
C 2.439249 2.964048 -0.072056 0.0 0.1 0.0 -0.12
C 2.916179 3.838060 -1.031244 0.1 0.0 -0.1 -0.07
C 4.088487 3.546575 -1.717458 0.0 0.0 0.0 -0.07
C 4.770457 2.372068 -1.440190 0.0 0.1 -0.1 -0.07
C 4.294581 1.498027 -0.474129 0.1 -0.1 0.0 -0.09
C 1.686562 1.536418 2.737666 0.1 0.0 -0.1 -0.36
C 2.223479 2.752958 3.148998 0.1 0.0 0.0 -0.09
C 1.711481 3.395652 4.262976 -0.1 0.0 0.1 -0.07
C 0.668495 2.825098 4.981486 0.0 0.1 0.0 -0.07
C 0.138925 1.607678 4.582616 0.0 0.0 0.1 -0.08
C 0.643687 0.969531 3.462399 -0.1 -0.1 0.0 -0.12
C 1.624412 -3.401647 2.408020 -0.1 -0.1 0.0 -0.24
C 2.078237 -4.180077 3.466656 0.0 0.0 0.2 -0.01
C 1.395001 -5.335251 3.807367 0.0 0.0 0.0 -0.05
C 0.257608 -5.725216 3.113097 0.0 0.0 0.0 -0.06
C -0.220266 -4.911295 2.103446 0.0 0.0 0.1 -0.11
C 0.436552 -3.731154 1.747054 0.0 -0.2 -0.1 -0.30
P -0.321155 -2.643226 0.508554 -0.1 0.2 0.0 0.98
C -2.013601 -2.396524 1.181844 0.0 0.0 0.0 -0.34
C -2.279703 -2.533545 2.541790 0.1 0.0 0.0 -0.09
C -3.516899 -2.178961 3.062197 0.0 0.0 0.0 -0.07
C -4.509505 -1.682634 2.233799 0.0 0.0 0.1 -0.08
C -4.251676 -1.529065 0.879055 -0.1 0.0 0.0 -0.08
C -3.012831 -1.868452 0.362180 0.0 -0.1 0.0 -0.12
C -0.446971 -3.671197 -0.987940 0.1 0.1 0.0 -0.34
C -1.054433 -3.116417 -2.115168 0.0 0.0 -0.1 -0.12
C -1.102055 -3.814882 -3.308050 0.0 0.0 0.0 -0.07
C -0.508966 -5.064763 -3.406050 0.0 -0.1 0.0 -0.07
C 0.139730 -5.602620 -2.306146 0.0 0.0 0.0 -0.07
C 0.173098 -4.910436 -1.104589 -0.1 -0.1 0.1 -0.08
H 4.430013 -3.661133 2.725948 0.0 0.1 0.0 0.11
H 6.570175 -2.620108 3.261764 0.0 0.0 0.0 0.11
H 6.861412 -0.156175 3.062191 0.0 0.0 0.0 0.11
H 5.014327 1.206822 2.208965 0.0 0.0 0.0 0.11
H 1.513896 3.199862 0.441271 0.0 0.0 0.0 0.10
H 2.371662 4.747910 -1.244297 0.0 0.0 0.0 0.11
H 4.465223 4.229682 -2.466266 0.0 0.0 0.0 0.11
H 5.678546 2.128908 -1.974983 0.0 0.0 0.0 0.11
H 4.839287 0.581817 -0.282531 0.0 0.0 0.0 0.11
H 3.044654 3.204808 2.607645 0.0 0.0 -0.1 0.11
H 2.132096 4.341927 4.573455 0.0 0.0 0.0 0.11
H 0.271152 3.328151 5.852422 0.0 0.0 0.0 0.11
H -0.669128 1.154545 5.140670 0.0 0.0 0.0 0.11
H 0.219921 0.023223 3.143594 0.0 0.0 0.0 0.08
H 2.937078 -3.880251 4.051010 -0.1 0.0 -0.1 0.11
H 1.762949 -5.932408 4.630025 0.0 0.0 0.0 0.11
H -0.265889 -6.633643 3.373743 0.0 0.0 0.0 0.11
H -1.134772 -5.185000 1.591182 0.0 0.0 0.0 0.12
H -1.523528 -2.917756 3.213973 0.0 0.0 0.0 0.10
H -3.698829 -2.299682 4.121434 0.0 0.0 0.0 0.11
H -5.475882 -1.416200 2.639668 0.0 0.0 0.0 0.11
H -5.018087 -1.143618 0.219339 0.0 0.0 0.0 0.11
H -2.836951 -1.714974 -0.691370 0.0 0.0 -0.1 0.08
H -1.464248 -2.116641 -2.083431 0.0 0.1 0.0 0.08
H -1.591183 -3.374692 -4.166708 0.0 0.0 0.0 0.11
H -0.538761 -5.609385 -4.339871 0.0 0.0 0.0 0.11
H 0.623926 -6.566834 -2.374573 0.0 0.0 0.0 0.11
H 0.683942 -5.352914 -0.259509 0.0 0.0 0.0 0.10
N -1.433568 1.103902 0.448630 0.0 0.0 0.1 0.05
C -1.798861 1.655277 -0.824169 -0.2 0.1 0.0 -0.24
C -2.887441 2.476690 -0.962679 0.1 -0.1 0.0 -0.01
C -3.248889 3.025618 -2.207997 0.0 0.0 -0.1 -0.06
C -2.505853 2.746746 -3.317620 0.0 0.0 0.1 -0.02
C -1.376674 1.902275 -3.222243 0.0 0.0 0.0 -0.15
C -0.582321 1.588426 -4.350412 0.1 -0.1 0.1 0.01
C 0.494815 0.763514 -4.204551 -0.1 0.1 0.0 -0.03
C 0.772997 0.246701 -2.925933 0.1 0.0 -0.1 -0.12
N 0.062236 0.517774 -1.862058 -0.1 0.1 0.0 0.00
C -1.014575 1.344239 -1.973218 -0.1 0.1 -0.1 -0.16
H -1.170371 1.826070 1.109713 0.0 0.0 0.0 0.09
H -2.193291 0.565682 0.853870 0.0 0.0 0.0 0.07
H -3.479727 2.708295 -0.086207 0.0 0.0 0.0 0.12
H -4.113833 3.670031 -2.275057 0.0 0.0 0.0 0.11
H -2.766615 3.162650 -4.281584 0.0 0.0 0.0 0.12
H -0.842240 2.008318 -5.313293 0.0 0.0 0.0 0.12
H 1.129916 0.496964 -5.036264 0.0 0.0 0.0 0.11
H 1.617539 -0.416794 -2.783180 0.0 0.0 0.0 0.11
```
Positions in Å, forces in eV/Å.

Values from the calculation:
ΔE to the lowest compared entry with this formula, charge and spin: 0.00 kJ/mol
E_LUMO: -2.45 eV
Charge: +1
Orbital gap: 7.69 eV
Total energy: -74543.8939 eV

***

(2)
Computed, not measured: a molecular structure, C45H36BF13InN3O3PS4, with ωB97M-V with the def2-TZVPD basis set.

```
107
Properties=species:S:1:pos:R:3:forces:R:3:lowdin_charge:R:1
In 0.176537 0.223941 -0.095666 0.6 0.2 0.4 0.78
C 0.128823 -0.404473 4.294824 0.0 -0.1 -0.1 -0.09
C 0.389013 0.862725 4.794975 0.0 0.0 0.0 -0.09
C 0.550554 1.931600 3.928010 0.0 0.1 0.0 -0.04
C 0.448625 1.755987 2.547339 0.0 -0.2 0.2 -0.22
C 0.194661 0.477347 2.047191 0.0 -0.1 -0.4 -0.18
C 0.035649 -0.591909 2.919669 0.0 0.3 0.1 -0.11
C 0.617932 2.911909 1.621194 0.0 -0.1 -0.1 -0.23
C 0.681415 4.241893 2.116675 0.0 0.0 0.1 0.01
C 0.857443 5.272530 1.254058 0.0 0.1 0.0 -0.01
C 0.967494 5.026027 -0.131926 0.0 0.0 0.0 -0.16
C 1.145838 6.059827 -1.080732 0.0 0.0 0.0 -0.05
C 1.233051 5.764213 -2.409589 0.0 0.0 0.0 -0.08
C 1.163812 4.420425 -2.837926 0.0 0.1 0.0 -0.06
C 1.001435 3.406774 -1.940792 0.0 0.0 0.1 -0.06
C 0.884021 3.685792 -0.558033 -0.1 0.0 0.1 -0.21
N 0.704021 2.663756 0.334729 0.0 0.1 -0.1 0.11
H 0.011614 -1.244149 4.970944 0.0 0.0 0.0 0.10
H 0.468128 1.022455 5.863974 0.0 0.0 0.0 0.10
H 0.777640 2.902529 4.349021 0.0 0.0 0.0 0.09
H -0.168975 -1.575087 2.515425 0.0 0.0 0.0 0.08
H 0.568305 4.436449 3.172210 0.0 0.0 0.0 0.10
H 0.904723 6.294649 1.615698 0.0 0.0 0.0 0.12
H 1.210051 7.085248 -0.731619 0.0 0.0 0.0 0.11
H 1.368023 6.554314 -3.138398 0.0 0.0 0.0 0.10
H 1.250008 4.192145 -3.893339 0.0 0.0 0.0 0.11
H 0.990684 2.379956 -2.267991 0.0 -0.1 0.0 0.08
S -5.986890 0.123593 1.511224 0.1 0.0 0.0 1.06
C -7.669143 0.066153 1.232687 0.1 0.0 0.1 -0.42
C -8.011629 -0.977932 0.429461 0.0 -0.1 -0.1 -0.19
C -6.883076 -1.748412 0.039859 -0.2 -0.1 -0.1 -0.14
C -5.704687 -1.278055 0.547992 0.1 0.1 0.2 -0.49
C -4.349611 -1.809227 0.329128 0.1 -0.1 0.1 -0.20
C -3.201571 -1.048705 0.648841 -0.3 0.0 0.1 -0.10
N -1.971718 -1.467872 0.474638 0.1 -0.2 -0.2 0.13
C -1.778017 -2.705924 -0.017959 -0.1 0.0 0.2 -0.16
C -2.838164 -3.541996 -0.383434 -0.1 -0.1 0.0 -0.13
C -2.571842 -4.856696 -0.900456 0.1 0.1 0.0 -0.01
C -1.306180 -5.310623 -0.992197 -0.1 0.0 0.0 -0.01
C -0.203083 -4.489327 -0.577170 0.0 -0.2 -0.1 -0.13
C 1.110356 -4.963504 -0.568689 0.0 0.0 0.1 0.03
C 2.133450 -4.176564 -0.094796 0.0 0.1 0.0 -0.17
C 1.804879 -2.849302 0.283067 -0.1 -0.2 0.0 -0.02
N 0.574951 -2.374133 0.257393 0.4 0.0 -0.3 0.12
C -0.426103 -3.188499 -0.131311 -0.1 0.1 0.3 -0.16
C 3.504866 -4.703719 0.016722 -0.1 0.0 -0.1 -0.47
C 4.509519 -4.315178 0.850875 0.1 0.1 0.1 -0.12
C 5.704822 -5.067103 0.683626 0.0 0.0 0.1 -0.18
C 5.588325 -6.023258 -0.275211 0.0 0.0 0.0 -0.43
S 4.033814 -6.008470 -0.985967 0.0 0.1 -0.1 1.04
C -4.140675 -3.058842 -0.207916 0.0 0.0 0.0 0.05
H -8.315349 0.808246 1.677293 0.0 0.0 0.0 0.06
H -9.024912 -1.188379 0.115011 0.0 0.0 0.0 0.10
H -6.945795 -2.608161 -0.614860 0.0 0.1 0.0 0.11
H -3.307171 -0.050752 1.069992 0.0 -0.1 -0.1 0.00
H -3.411103 -5.472613 -1.203481 0.0 0.0 0.0 0.11
H -1.093926 -6.304333 -1.369712 0.0 0.0 0.0 0.11
H 1.302110 -5.980513 -0.892718 0.0 0.0 0.0 0.11
H 2.572944 -2.164080 0.612274 0.0 0.0 -0.1 0.10
H 4.399644 -3.519591 1.571046 0.0 0.1 0.0 0.11
H 6.606560 -4.905395 1.258756 0.0 0.0 0.0 0.10
H 6.335277 -6.724550 -0.617339 -0.1 0.1 0.0 0.06
H -4.976195 -3.694783 -0.480956 0.0 0.0 0.0 0.12
F 0.438793 -2.797491 -3.125545 -0.1 0.3 0.0 0.14
B -0.156723 -1.545918 -2.957510 0.0 -0.2 -0.4 -1.23
F -1.386349 -1.675147 -2.281263 0.3 0.1 -0.5 0.10
F -0.302033 -0.861256 -4.155663 0.0 -0.1 0.3 0.14
F 0.741380 -0.759605 -2.092222 -0.4 0.2 0.2 0.02
F 5.883704 -0.478643 -0.594993 0.0 0.0 0.0 0.14
C 4.620728 -0.334621 -1.046321 -0.2 0.0 0.1 -0.53
F 4.696983 0.116706 -2.307165 0.0 0.0 0.1 0.16
F 4.081536 -1.552706 -1.105149 0.1 -0.1 0.1 0.16
C 3.726343 0.612860 -0.144438 0.1 0.0 0.0 -0.32
O 2.443300 0.304578 -0.296859 0.0 0.2 0.0 -0.14
C 4.171740 0.451844 1.356299 -0.2 -0.1 -0.2 -0.53
F 5.404479 0.908949 1.634599 0.0 0.0 0.0 0.15
F 4.143367 -0.853041 1.708798 0.1 0.0 0.0 0.14
F 3.324771 1.085810 2.164264 0.0 0.0 0.1 0.17
C 4.116019 2.081915 -0.560142 -0.2 -0.2 0.0 -0.53
F 5.449157 2.248895 -0.679489 0.0 0.0 0.0 0.15
F 3.693847 2.979892 0.345557 0.0 0.0 0.0 0.16
F 3.573937 2.401900 -1.731393 0.0 0.1 0.0 0.17
C -4.543665 -0.090029 -2.561535 -0.1 0.0 0.0 -0.04
C -4.774634 1.403892 -2.392791 0.1 -0.1 -0.1 -0.42
C -4.190134 2.205602 -3.549010 0.0 0.0 0.1 -0.06
O -4.337254 1.824588 -1.071299 -0.1 0.1 0.0 -0.33
P -2.906131 2.328727 -0.553117 -0.1 0.4 -0.3 -0.03
S -2.953222 2.302152 1.391877 0.2 0.2 0.0 0.37
S -1.520400 1.342517 -1.647744 0.2 -0.3 0.2 0.55
O -2.783846 3.835902 -1.141511 -0.1 -0.1 0.1 -0.32
C -3.644781 4.882075 -0.620985 0.0 0.0 -0.1 -0.49
C -4.293170 5.594631 -1.792575 0.1 -0.1 -0.1 -0.05
C -2.815890 5.824824 0.222059 0.1 0.0 0.0 -0.05
H -4.854075 -0.389104 -3.566156 0.0 0.0 0.0 0.09
H -5.130414 -0.657558 -1.836160 0.1 0.1 -0.1 0.06
H -3.489140 -0.339150 -2.439069 0.0 0.0 -0.1 0.05
H -5.847184 1.592559 -2.349716 -0.1 0.0 0.0 0.14
H -3.121572 2.024361 -3.655504 0.0 0.0 0.0 0.05
H -4.347196 3.274430 -3.422226 0.0 0.0 0.0 0.05
H -4.687230 1.889278 -4.468606 0.0 0.0 0.0 0.08
H -4.418687 4.432706 0.003909 0.0 -0.1 0.0 0.11
H -3.526296 5.961938 -2.479785 0.0 0.0 0.0 0.09
H -4.879914 6.441615 -1.430845 0.0 0.0 0.0 0.08
H -4.955911 4.925287 -2.338429 0.0 0.0 0.0 0.06
H -2.036152 6.286831 -0.389199 0.0 0.0 0.0 0.08
H -2.351070 5.278180 1.040479 0.1 0.0 0.0 0.05
H -3.456911 6.607345 0.639736 0.1 0.0 0.0 0.08
```
Positions in Å, forces in eV/Å.

Values from the calculation:
ΔE to the lowest compared entry with this formula, charge and spin: 0.00 kJ/mol
E_LUMO: 1.77 eV
Charge: -1
Orbital gap: 7.69 eV
Total energy: -151685.8882 eV